Molecular formula: C31H36N5SV
Method: DFT, ωB97M-V with the def2-TZVPD basis set

The HOMO energy (alpha / beta) is -8.371 / -7.784 eV. The calculation puts the gap between HOMO and LUMO (alpha / beta) at 0.21676 / 0.19513 Ha. For the relative energy (zero: lowest compared OMol25 entry of this formula, charge and spin), the calculation gives 69.65 kcal per mole. The value obtained for the total energy is -2818.51978 hartree.

The geometry in ORCA input format:
```
! wB97M-V def2-TZVPD RIJCOSX def2/J DEFGRID3
* xyz 1 2
V -1.274 -0.847 0.394
C -5.905 1.259 -1.204
C -5.468 1.749 0.017
C -4.147 1.604 0.384
C -3.234 0.948 -0.456
C -3.684 0.468 -1.688
C -5.009 0.623 -2.047
N -1.918 0.813 -0.022
C -1.316 2.033 0.259
C -0.725 2.277 1.501
C -0.109 3.484 1.770
C -0.094 4.490 0.819
C -0.726 4.284 -0.398
C -1.333 3.077 -0.677
H -6.935 1.387 -1.500
H -6.160 2.256 0.675
H -3.799 1.983 1.338
H -2.978 -0.009 -2.360
H -5.346 0.263 -3.007
H -0.819 1.518 2.271
H 0.342 3.644 2.739
H 0.375 5.438 1.027
H -0.759 5.077 -1.131
H -1.836 2.921 -1.622
C 3.112 -0.832 -1.269
N 2.559 -1.539 -2.433
C 2.798 -0.799 -3.680
C 1.111 -1.859 -2.249
C 0.897 -2.730 -1.039
C 1.597 -3.929 -0.902
C 1.413 -4.714 0.218
C 0.511 -4.311 1.196
C -0.184 -3.130 1.041
C -0.005 -2.293 -0.070
H 4.181 -0.675 -1.396
H 2.937 -1.416 -0.368
H 2.613 0.125 -1.138
H 3.039 -2.446 -2.483
H 2.216 0.122 -3.674
H 2.495 -1.400 -4.535
H 3.853 -0.547 -3.782
H 0.771 -2.353 -3.161
H 0.551 -0.925 -2.105
H 2.287 -4.270 -1.668
H 1.956 -5.639 0.332
H 0.349 -4.928 2.066
H -0.911 -2.842 1.816
C -5.126 -3.025 -2.441
C -3.895 -3.636 -1.755
C -3.151 -2.669 -0.983
N -2.534 -1.880 -0.392
H -5.738 -3.816 -2.868
H -4.822 -2.351 -3.238
H -5.727 -2.464 -1.729
H -3.228 -4.059 -2.516
H -4.210 -4.449 -1.092
N 0.535 -0.098 3.769
C 1.486 0.366 2.925
S 1.352 0.016 1.302
N 2.500 1.053 3.482
C 3.546 1.772 2.876
C 4.696 1.982 3.631
C 5.739 2.727 3.115
C 5.647 3.268 1.844
C 4.501 3.061 1.097
C 3.446 2.326 1.607
H -0.218 -0.653 3.383
H 0.561 0.071 4.761
H 2.558 1.045 4.494
H 4.764 1.562 4.624
H 6.623 2.889 3.709
H 6.453 3.865 1.446
H 4.417 3.485 0.110
H 2.538 2.200 1.043
*
```

Mulliken atomic charge list, values in e, 2 entries: number 1, V, carries 0.477; number 2, C, carries -0.625